No. 1
23
Properties=species:S:1:pos:R:3 method="wB97M-V/def2-TZVPD" homo_ev=-8.99 fmax_ev_per_a=1.97 relative_energy_kj_mol=77.9 orbital_gap_ev=10.017
C 1.9464 -1.0718 -0.8597
C 2.2262 0.2360 -1.5891
H 2.3443 -1.8897 -1.4561
H 2.5685 -1.1257 0.0341
H 0.8857 -1.1550 -0.6726
H 1.3815 0.9344 -1.6391
H 2.6606 0.1628 -2.5852
H 2.9311 0.7968 -0.9575
C -2.3772 -0.7436 -0.9261
C -1.4053 -0.0822 0.0153
C -0.9430 1.2163 -0.1087
C -1.2857 -0.7386 1.2650
C -0.2487 1.7660 0.9708
C -0.4341 -0.2654 2.2503
C 0.0036 1.0583 2.1419
H -2.4860 -1.8028 -0.6559
H -2.0582 -0.7209 -1.9619
H -0.8040 1.8614 -0.9723
H -1.8241 -1.6679 1.3770
H 0.0796 2.8030 0.9371
H -0.3353 -0.8504 3.1607
H 0.5101 1.5562 2.9627
H -3.3360 -0.2770 -0.7305

***

No. 2
59
Properties=species:S:1:pos:R:3 method="wB97M-V/def2-TZVPD" homo_ev=-9.06 fmax_ev_per_a=0.63 relative_energy_kj_mol=5.3 orbital_gap_ev=9.593
O -0.4043 3.4466 2.1868
C -0.3870 2.5347 1.3829
N 0.0928 1.3101 1.6584
H 0.0989 0.5874 0.9540
C 0.6630 0.9861 2.9448
C 2.1943 1.0398 2.9735
C 2.8827 -0.1064 2.2311
C 2.7619 -0.0220 0.7017
C 4.0564 -0.6405 0.1832
H 4.2598 -0.3805 -0.8549
C 5.0996 -0.0862 1.1470
H 6.0299 -0.6528 1.1342
H 5.3269 0.9471 0.8812
C 4.4049 -0.1387 2.5120
H 4.6715 -1.0568 3.0362
H 4.7086 0.6986 3.1392
H 4.0124 -1.7282 0.2651
H 1.8816 -0.5375 0.3246
H 2.7134 1.0240 0.3947
H 2.4377 -1.0467 2.5721
H 2.4990 1.0063 4.0222
H 2.5188 1.9969 2.5612
H 0.3205 -0.0105 3.2385
H 0.2727 1.7234 3.6518
C -0.9355 2.7076 -0.0373
C 0.1086 2.4077 -1.1089
C -0.4959 2.7634 -2.4581
C -1.8097 2.0566 -2.7230
O -2.1945 1.8512 -3.8621
N -2.5460 1.6903 -1.6465
C -2.1348 1.7909 -0.2577
H -2.9923 2.1513 0.3230
H -1.8758 0.7893 0.1031
C -3.7628 0.9391 -1.8755
H -4.5810 1.3993 -1.3118
C -3.6362 -0.5368 -1.4745
H -3.5271 -0.6127 -0.3906
H -4.5563 -1.0519 -1.7527
C -2.4202 -1.1983 -2.1382
N -1.8812 -2.2732 -1.3421
C -0.8868 -2.1042 -0.4590
O -0.3491 -1.0406 -0.2019
C -0.5469 -3.4573 0.1369
H -0.3650 -3.3823 1.2074
C -1.7504 -4.3281 -0.2225
H -1.4769 -5.3611 -0.4253
H -2.4736 -4.3186 0.5935
C -2.3446 -3.6373 -1.4563
H -3.4365 -3.6701 -1.4708
H -1.9729 -4.0819 -2.3884
H 0.3706 -3.8118 -0.3378
H -1.6225 -0.4593 -2.2476
H -2.6742 -1.5775 -3.1298
H -3.9757 1.0150 -2.9442
H 0.1771 2.5125 -3.2800
H -0.6889 3.8386 -2.5142
H 0.3738 1.3492 -1.0892
H 1.0132 2.9934 -0.9358
H -1.2462 3.7538 -0.1238

***

No. 3
53
Properties=species:S:1:pos:R:3 method="wB97M-V/def2-TZVPD" homo_ev=-8.22 fmax_ev_per_a=0.75 relative_energy_kj_mol=0.0 orbital_gap_ev=8.753
C 3.8822 -0.4968 -0.7494
H 4.5015 0.3034 -0.3507
H 4.0856 -0.5998 -1.8125
C 2.3929 -0.2271 -0.4959
N 1.8214 0.9274 -1.1533
C 2.3944 2.2162 -0.8103
C 1.7602 3.1551 -1.8271
H 2.3063 4.0911 -1.9289
H 0.7338 3.3843 -1.5378
C 1.7928 2.3085 -3.1011
H 0.9922 2.5628 -3.7938
H 2.7429 2.4543 -3.6166
C 1.6839 0.8516 -2.6038
C 0.3543 0.1895 -3.0061
N -0.8135 0.8569 -2.4859
S -1.7539 0.2015 -1.3101
O -2.7257 1.2164 -1.0116
O -2.2341 -1.0800 -1.7305
C -0.8210 0.0307 0.2217
C -0.7122 -1.1440 0.9404
C -0.3204 -1.1161 2.2886
C 0.0706 0.0557 2.8875
C 0.0216 1.2211 2.1247
C -0.4564 1.2212 0.8295
H -0.5856 2.1412 0.2845
Br 0.5754 2.8560 2.9096
H 0.3910 0.0845 3.9177
C -0.4311 -2.5022 2.8541
H -0.9481 -2.5194 3.8121
H 0.5624 -2.9356 2.9941
C -1.2212 -3.2440 1.7578
N -1.0450 -2.4340 0.5538
C -0.7344 -2.9548 -0.6895
O 0.0968 -2.4305 -1.4025
C -1.4482 -4.1972 -1.0479
C -1.8322 -4.3256 -2.5066
C -0.7396 -5.1688 -1.9617
H 0.2744 -4.9163 -2.2327
H -0.9148 -6.2226 -1.8048
H -2.7878 -4.7758 -2.7245
H -1.5755 -3.4883 -3.1353
H -2.1433 -4.5811 -0.3158
H -0.8521 -4.2567 1.5971
H -2.2854 -3.2868 2.0158
H -0.7258 1.8521 -2.3696
H 0.2919 0.1727 -4.1013
H 0.3130 -0.8368 -2.6447
H 2.4797 0.2423 -3.0596
H 2.1520 2.4693 0.2237
H 3.4902 2.2396 -0.9216
H 2.2400 -0.0895 0.5802
H 1.8117 -1.0962 -0.8104
H 4.1657 -1.4237 -0.2583

***

No. 4
99
Properties=species:S:1:pos:R:3 method="wB97M-V/def2-TZVPD" homo_ev=-10.59 charge=+1 fmax_ev_per_a=2.52 relative_energy_kj_mol=112.0 orbital_gap_ev=8.214
Ca -1.7595 -0.3280 0.9139
C 0.5867 4.2121 2.6525
C -0.6338 3.7823 3.3374
C -1.4524 4.6409 4.0621
C -2.5583 4.1456 4.7641
C -2.7994 2.8107 4.7596
C -2.0193 2.0426 3.8795
N -0.9454 2.4659 3.2069
C -2.5486 0.6823 3.6071
C -1.8874 -0.6412 3.6803
C -2.7773 -1.4881 3.1663
C -4.0031 -0.6937 2.8638
C -3.5730 0.6627 2.4838
N -4.0610 0.4562 3.8344
C -3.8774 1.7421 1.5133
C -5.0997 2.3119 1.4931
C -5.2912 3.2260 0.4769
C -4.2925 3.5889 -0.3756
C -3.0690 2.9531 -0.2545
C -1.9120 3.3730 -1.1632
N -2.8701 2.0074 0.6547
H 0.6753 5.3275 2.8561
H 0.4921 4.0971 1.5829
H 1.4913 3.7120 3.0490
H -1.2189 5.7079 4.0588
H -3.1810 4.8426 5.3780
H -3.6373 2.3146 5.2485
H -0.9355 -0.7934 4.0695
H -2.6460 -2.5752 3.0899
H -4.9649 -1.0789 2.4906
H -5.8794 2.0511 2.2314
H -6.2555 3.6915 0.3378
H -4.5135 4.3216 -1.1916
H -1.5388 4.2962 -0.8140
H -2.3711 3.6189 -2.1093
H -1.0811 2.6478 -1.2315
C 3.3730 -3.7643 -3.5521
C 3.5350 -2.2688 -3.2855
C 4.7986 -1.6090 -3.2949
C 4.8545 -0.2265 -3.0759
C 6.2240 0.5533 -3.0840
C 3.7089 0.4863 -2.8488
C 2.4558 -0.1601 -2.8169
C 1.2429 0.6295 -2.4507
C 2.4093 -1.5282 -2.9913
H 3.3275 -3.9298 -4.5952
H 2.4017 -4.0390 -3.2116
H 4.1405 -4.3525 -3.0761
H 5.7213 -2.1795 -3.4818
H 6.0422 1.4900 -2.5025
H 6.4980 0.7771 -4.1183
H 6.9957 -0.0589 -2.6511
H 3.7050 1.5706 -2.7043
H 0.3059 0.1059 -2.6837
H 1.3068 1.6057 -2.9919
H 1.3035 0.7890 -1.3643
H 1.4327 -1.9973 -2.9895
N 1.6288 -5.1891 0.7986
C 0.4785 -4.4216 0.8351
N -0.2735 -4.5891 -0.2586
S 0.0679 -3.4759 2.1187
H 1.6993 -6.0288 0.2320
H 2.1927 -5.0827 1.6438
H 0.0427 -5.0771 -1.0675
H -1.2031 -4.2373 -0.2454
Br -6.6698 2.1638 -5.8146
C -5.5515 1.2415 -4.5309
C -4.2238 1.0546 -4.8316
C -3.4178 0.6332 -3.7799
C -3.9378 0.2283 -2.5356
C -5.3345 0.2200 -2.3707
C -6.1406 0.7716 -3.3479
C -3.0621 -0.3282 -1.4558
O -3.5894 -0.9440 -0.4941
O -1.7974 -0.0886 -1.4395
H -3.8436 1.3843 -5.7843
H -2.3335 0.5268 -3.8682
H -5.7707 -0.2964 -1.5576
H -7.1819 1.0119 -3.1235
C 5.6298 -4.5417 1.0587
C 4.6253 -3.4211 1.3199
C 4.4987 -2.8616 2.5816
C 3.6142 -1.7780 2.7867
C 2.9442 -1.1937 1.7142
C 3.1673 -1.7642 0.4601
C 3.9876 -2.8494 0.2565
S 1.6696 0.1155 1.8992
C 2.5849 1.4526 1.0819
O 0.5174 -0.2097 0.9827
H 5.6775 -4.8324 0.0382
H 5.4223 -5.4696 1.6807
H 6.6399 -4.2751 1.3767
H 5.0821 -3.3026 3.3792
H 3.5746 -1.2495 3.7619
H 2.7354 -1.2314 -0.3911
H 4.0941 -3.1732 -0.7686
H 3.2827 0.9309 0.3465
H 3.1705 1.9721 1.8609
H 1.9280 2.1775 0.6191